1.
{
  "formula": "C4H9N3O2",
  "method": "wB97M-V/def2-TZVPD",
  "symbols": ["N", "O", "O", "H", "H", "H", "C", "H", "N", "N", "H", "H", "H", "H", "C", "C", "C", "H"],
  "positions_angstrom": [[1.07, -2.13, -0.19], [-0.26, -1.99, 0.11], [2.39, -3.42, -1.44], [0.31, 2.06, -1.27], [-0.48, -0.38, 1.36], [-2.52, 0.42, 0.18], [0.17, 1.57, -0.30], [-2.30, -0.84, -1.05], [0.16, 0.17, -0.54], [1.38, -2.95, -1.01], [-2.64, -1.30, 0.64], [2.28, 1.55, 0.19], [1.21, 1.53, 1.60], [1.42, 3.03, 0.68], [-0.63, -0.62, 0.29], [-2.14, -0.58, 0.00], [1.35, 1.95, 0.60], [-0.76, 1.94, 0.16]],
  "total_charge": 0,
  "homo_ha": [-0.345, -0.336],
  "homo_lumo_gap_ha": [0.3150, 0.3120]
}

2.
{
  "formula": "C2H5NO",
  "method": "wB97M-V/def2-TZVPD",
  "symbols": ["H", "H", "H", "N", "O", "H", "C", "C", "H"],
  "positions_angstrom": [[1.09, 1.45, -0.55], [-1.69, -0.20, 0.53], [0.38, -0.81, -1.45], [-1.29, -0.83, -0.14], [-0.26, -1.55, 0.52], [1.30, 0.25, 0.75], [-0.03, -0.42, -0.59], [0.61, 0.77, 0.12], [-0.10, 1.36, 0.81]],
  "total_charge": 0,
  "smiles": "C[C@@H]1NO1",
  "homo_ha": -0.335,
  "homo_lumo_gap_ha": 0.3744
}

3.
{
  "formula": "C3H11NSi2",
  "method": "wB97M-V/def2-TZVPD",
  "symbols": ["Si", "H", "H", "H", "N", "H", "H", "H", "H", "H", "Si", "H", "C", "H", "C", "C", "H"],
  "positions_angstrom": [[0.75, -0.92, -0.20], [-0.89, 1.12, 0.54], [-0.21, 1.66, -2.30], [-1.79, 1.09, -1.48], [-0.13, -0.33, -1.53], [-0.04, -1.26, 3.23], [1.40, 1.11, 1.27], [1.75, -1.88, -0.96], [-0.15, 2.61, -0.35], [1.87, 1.24, -0.47], [-0.40, -1.87, 2.04], [-0.22, -3.31, 2.23], [-0.18, 1.54, -0.15], [-0.41, -0.91, -2.35], [1.16, 0.87, 0.28], [-0.60, 1.00, -1.53], [-1.90, -1.76, 1.74]],
  "total_charge": 0,
  "smiles": "[SiH3][Si@@H]1CCCN1",
  "homo_ha": -0.305,
  "homo_lumo_gap_ha": 0.3402
}

4.
{
  "formula": "C3H6N2O",
  "method": "wB97M-V/def2-TZVPD",
  "symbols": ["C", "H", "H", "C", "N", "H", "H", "O", "N", "H", "C", "H"],
  "positions_angstrom": [[0.50, -0.86, -0.07], [-1.04, 1.25, 0.81], [-0.34, 2.44, -0.43], [-0.13, 1.68, 0.45], [1.80, -1.02, 0.03], [-1.42, -0.74, -0.75], [0.62, 2.03, 1.22], [1.97, 0.35, 0.10], [0.59, 0.61, -0.21], [-0.75, -2.12, -1.25], [-0.81, -1.52, -0.38], [-0.98, -2.09, 0.48]],
  "total_charge": 0,
  "homo_ha": -0.349,
  "homo_lumo_gap_ha": 0.3800
}

5.
{
  "formula": "C42H63N3OP2S3Ti",
  "method": "wB97M-V/def2-TZVPD",
  "symbols": ["H", "H", "C", "C", "H", "H", "H", "C", "S", "H", "H", "S", "H", "H", "H", "C", "C", "C", "C", "H", "H", "H", "C", "C", "C", "H", "H", "H", "C", "H", "N", "H", "O", "H", "C", "H", "H", "H", "H", "C", "H", "C", "C", "C", "N", "H", "C", "H", "H", "H", "C", "H", "H", "P", "H", "C", "C", "C", "H", "H", "C", "H", "C", "C", "H", "H", "H", "N", "H", "H", "H", "C", "H", "H", "C", "H", "C", "H", "C", "Ti", "C", "C", "H", "H", "H", "C", "C", "H", "H", "C", "C", "H", "H", "C", "C", "C", "S", "C", "H", "C", "H", "C", "H", "H", "H", "H", "H", "H", "C", "P", "C", "H", "H", "H", "H"],
  "positions_angstrom": [[-0.06, -2.50, 0.13], [-2.22, -0.83, 7.67], [2.54, 0.98, -1.77], [-0.34, -0.95, 3.97], [-0.07, -4.26, 1.81], [-4.06, 0.64, -5.75], [-4.73, -4.95, -1.04], [-3.67, 0.40, -3.14], [1.57, -1.56, -1.22], [-0.41, -3.79, -1.97], [-0.19, 1.78, -5.05], [2.38, -1.11, 1.97], [-4.61, 2.44, 1.27], [0.35, 4.06, -4.39], [-3.51, -0.09, 5.10], [-4.04, -3.79, 4.10], [-3.00, 0.49, -5.53], [-0.02, 3.70, -2.30], [0.68, -0.39, 4.75], [1.85, -1.10, -5.96], [-3.61, -0.13, -2.19], [-4.19, -4.83, 3.84], [-5.14, -2.96, 4.29], [3.56, 1.18, 0.82], [2.88, -0.49, -1.89], [-2.86, 2.54, -0.46], [-1.74, -2.21, -5.98], [-3.72, -3.75, 0.83], [1.33, -0.90, -5.02], [3.26, -3.24, -0.96], [-0.84, -1.21, 6.12], [3.81, -0.72, -1.37], [-0.45, -1.05, 2.69], [-5.81, -0.99, 4.83], [-3.94, -4.24, -1.27], [-5.11, -1.61, -0.86], [4.29, 0.19, 2.59], [-4.86, 0.46, 2.72], [-0.34, -3.00, -5.25], [-0.89, -3.23, 0.09], [1.58, 0.07, 4.40], [-2.76, -3.31, 4.29], [-0.17, -0.84, -5.25], [-3.96, 1.59, 1.11], [-0.95, 0.49, -0.68], [-4.72, 0.46, -3.43], [-0.63, 1.05, -3.08], [-0.87, -1.93, 8.06], [-4.21, -3.72, -2.19], [-0.22, -2.29, -6.86], [-1.04, -3.89, 1.45], [1.38, -1.07, 7.87], [-1.43, -3.20, 2.18], [-2.33, -2.20, -0.53], [0.26, 2.38, 1.50], [-1.58, -1.64, 7.30], [0.07, 3.33, -3.63], [3.34, 0.42, 2.12], [1.90, -3.45, 0.12], [1.74, 0.03, -4.61], [-3.00, 1.65, 0.14], [0.20, 4.71, -1.99], [-0.25, 2.03, -4.00], [-0.38, 2.75, -1.36], [0.51, -4.67, -0.74], [-3.28, -1.29, -4.37], [-5.34, -1.95, 0.86], [-1.27, -1.45, 4.84], [1.68, 1.23, -2.39], [1.57, -1.72, -4.33], [0.27, 1.39, 2.97], [-2.17, 0.52, -0.03], [1.95, 0.39, 7.05], [2.78, 1.04, 2.82], [-3.83, -3.22, -0.12], [-5.97, -3.06, -0.35], [-5.13, -2.40, -0.10], [-2.19, -2.50, 7.04], [-0.47, -4.24, -0.98], [-0.13, -0.23, 0.91], [0.33, -0.57, 6.08], [-2.86, -0.29, -4.23], [-2.56, 1.49, -5.45], [-2.56, -0.01, -6.39], [4.22, -1.48, 0.48], [1.06, -0.18, 7.31], [-4.11, 0.45, 1.94], [4.00, 2.15, 1.07], [-1.70, -4.75, 1.38], [-3.36, -0.67, 1.70], [-0.66, 1.44, -1.73], [-3.03, -4.79, -1.46], [-1.89, -3.95, 4.19], [-3.67, -1.13, 4.83], [2.59, -2.71, -0.28], [-2.42, -0.70, 0.64], [2.04, 1.48, -0.11], [3.41, -2.10, 0.85], [-1.16, -5.07, -1.01], [-2.59, -1.97, 4.62], [-1.26, 1.75, 2.17], [-0.65, -2.16, -5.87], [3.04, -0.74, -2.94], [3.85, -2.90, 1.44], [0.44, 0.43, 7.97], [-3.54, -1.57, 2.27], [-0.43, 3.03, -0.31], [3.37, 1.61, -2.10], [-4.95, -1.63, 4.66], [-1.10, -0.65, -3.65], [-0.20, 1.54, 2.00], [-3.32, 1.43, -2.98], [-6.14, -3.35, 4.15], [-0.40, -0.03, -5.94], [4.28, 0.67, 0.19]],
  "total_charge": 2,
  "homo_ha": -0.439,
  "homo_lumo_gap_ha": 0.2400
}

6.
{
  "formula": "C2HClF2O",
  "method": "wB97M-V/def2-TZVPD",
  "symbols": ["Cl", "C", "C", "F", "O", "F", "H"],
  "positions_angstrom": [[0.81, -2.40, 2.09], [-0.40, 0.90, -0.48], [-1.51, 0.35, -1.25], [0.14, 0.03, 0.41], [-0.31, 0.35, -1.74], [-0.04, 2.17, -0.36], [1.31, -1.40, 1.32]],
  "total_charge": 0,
  "homo_ha": -0.399,
  "homo_lumo_gap_ha": 0.3826
}

7.
{
  "formula": "C6H15ClSi",
  "method": "wB97M-V/def2-TZVPD",
  "symbols": ["Si", "C", "Cl", "H", "H", "C", "H", "H", "H", "H", "H", "H", "H", "H", "H", "C", "C", "H", "C", "H", "H", "H", "C"],
  "positions_angstrom": [[-0.40, -0.16, 0.09], [-2.59, 0.04, -1.61], [-1.21, -1.92, 0.53], [-3.00, -0.94, -1.15], [-1.44, 1.78, -0.73], [0.93, -0.42, -1.16], [-0.77, 0.43, 2.31], [1.28, -1.38, 1.86], [-1.74, -0.17, -2.34], [-2.61, 0.94, 0.42], [2.26, -0.08, 2.48], [2.23, 1.32, -1.39], [3.02, -0.02, -1.77], [-3.35, 0.52, -2.19], [2.68, 0.09, -0.04], [2.35, 0.30, -1.05], [0.17, 0.44, 1.79], [0.89, -0.97, 3.39], [-1.92, 0.80, -0.47], [0.44, -0.15, -2.06], [0.44, 1.49, 1.77], [1.14, -1.48, -1.15], [1.20, -0.47, 2.47]],
  "total_charge": 0,
  "smiles": "CC[Si](Cl)(CC)CC",
  "homo_ha": -0.360,
  "homo_lumo_gap_ha": 0.3928
}

8.
{
  "formula": "C5H10BrP",
  "method": "wB97M-V/def2-TZVPD",
  "symbols": ["H", "C", "H", "Br", "H", "C", "H", "H", "P", "H", "C", "H", "C", "C", "H", "H", "H"],
  "positions_angstrom": [[2.39, 0.90, 0.88], [-1.83, -0.73, 0.32], [2.33, 2.51, 0.31], [-3.20, 0.39, -0.45], [0.15, -0.81, 0.88], [1.77, 1.70, 0.73], [-3.01, -2.50, 0.03], [-1.02, 0.52, 1.53], [0.38, 1.32, -0.45], [-1.22, -2.79, 0.27], [-0.58, 0.06, 0.65], [1.37, 1.98, 1.71], [-1.97, -2.09, 0.20], [1.00, 0.03, -1.53], [1.94, 0.54, -1.90], [0.16, -0.17, -2.21], [1.32, -0.85, -0.99]],
  "total_charge": 0,
  "smiles": "C=C(Br)CP(C)C",
  "homo_ha": -0.321,
  "homo_lumo_gap_ha": 0.3538
}

9.
{
  "formula": "C35H34FN3O2Pt",
  "method": "wB97M-V/def2-TZVPD",
  "symbols": ["N", "C", "C", "H", "C", "H", "H", "N", "C", "C", "H", "C", "H", "C", "H", "H", "C", "N", "H", "C", "H", "H", "C", "C", "H", "H", "H", "C", "C", "H", "H", "C", "H", "C", "C", "H", "C", "H", "C", "C", "H", "H", "C", "H", "H", "C", "C", "H", "H", "H", "H", "C", "H", "C", "H", "F", "C", "C", "O", "H", "H", "C", "H", "C", "C", "H", "H", "O", "C", "H", "C", "C", "C", "C", "Pt", "C"],
  "positions_angstrom": [[1.90, 0.03, -0.15], [4.93, -0.06, 2.54], [-4.51, 0.89, 0.05], [5.10, -0.11, 1.47], [3.80, -0.26, -1.72], [-4.12, -2.93, 0.26], [-2.33, -6.90, 0.12], [2.76, 0.03, 0.78], [4.32, -0.19, -3.00], [-1.75, -3.08, 0.16], [-2.13, -1.79, 4.24], [5.76, -0.07, 4.80], [-0.57, 0.75, -4.12], [-5.64, 0.08, 0.12], [-6.62, 0.53, 0.12], [-3.55, -2.29, -2.67], [-2.00, -5.16, 1.33], [-1.78, -1.64, 0.18], [4.29, 0.13, 6.34], [-2.20, -1.91, 3.15], [0.54, -4.02, 2.87], [-2.30, -1.07, -2.38], [-0.42, 1.37, -3.23], [-3.05, -1.07, 0.13], [0.27, -2.60, 3.90], [-1.65, -3.93, -3.16], [-2.42, -1.85, -3.95], [5.98, -0.13, 3.42], [-1.80, -3.76, -1.07], [-1.79, -3.97, 3.46], [-2.05, -5.67, -2.00], [2.46, 0.14, 2.09], [3.91, 0.28, -5.06], [-3.26, 0.32, 0.05], [4.48, 0.07, 5.27], [0.05, -1.87, -1.74], [2.05, 0.35, 4.87], [-1.75, -1.03, 2.69], [-5.48, -1.29, 0.19], [2.47, 0.05, -1.46], [0.46, -2.41, 2.15], [-1.39, 1.55, -2.77], [-2.52, -2.02, -2.88], [1.91, 0.41, 5.95], [-6.35, -1.94, 0.25], [-2.00, -5.14, -1.05], [-1.48, -3.20, 2.75], [-0.01, 0.62, 4.42], [-3.26, -1.94, 2.89], [0.62, -3.44, -2.36], [0.03, 2.32, -3.52], [-0.10, -2.63, -2.52], [5.36, -0.45, -3.18], [2.18, 0.52, -3.82], [0.11, -2.15, -3.49], [-2.22, 1.15, -0.07], [0.04, -3.05, 2.93], [-1.54, -3.12, -2.44], [0.13, 0.53, 1.89], [-4.59, 1.97, -0.02], [6.59, -0.13, 5.49], [-4.22, -1.86, 0.19], [4.42, -0.56, -0.89], [3.39, 0.15, 4.39], [3.51, 0.21, -4.05], [-2.05, -5.71, 2.27], [1.56, 0.84, -4.64], [0.36, 0.71, -2.25], [1.00, 0.46, 4.05], [6.99, -0.23, 3.05], [-1.78, -3.78, 1.37], [1.66, 0.43, -2.54], [3.61, 0.07, 3.00], [-2.14, -5.83, 0.13], [-0.04, -0.70, 0.09], [1.15, 0.37, 2.62]],
  "total_charge": 0,
  "homo_ha": [-0.260, -0.265],
  "spin_multiplicity": 3,
  "homo_lumo_gap_ha": [0.2460, 0.2045]
}

10.
{
  "formula": "C3HNOS2",
  "method": "wB97M-V/def2-TZVPD",
  "symbols": ["C", "O", "C", "N", "C", "H", "S", "S"],
  "positions_angstrom": [[-0.35, 0.91, -0.01], [2.60, -0.76, 0.10], [-1.12, -0.37, 0.04], [0.91, 0.91, -0.11], [1.44, -0.40, 0.00], [-0.82, 1.91, 0.04], [0.07, -1.65, -0.07], [-2.75, -0.55, 0.02]],
  "total_charge": 0,
  "smiles": "O=C1N=CC(=S)S1",
  "homo_ha": -0.357,
  "homo_lumo_gap_ha": 0.2712
}

11.
{
  "formula": "C5H12N2O",
  "method": "wB97M-V/def2-TZVPD",
  "symbols": ["N", "H", "H", "H", "C", "H", "H", "H", "C", "H", "H", "O", "C", "H", "H", "C", "N", "C", "H", "H"],
  "positions_angstrom": [[2.77, 1.52, 1.14], [-3.71, -0.88, -0.05], [1.61, 1.84, -1.24], [1.11, 0.06, 2.27], [-1.06, -1.85, -0.14], [-2.58, 0.23, 0.74], [3.24, 2.21, 0.57], [0.80, 0.26, -1.24], [1.76, 0.77, 0.60], [2.57, 0.36, -1.32], [-0.54, -2.55, -0.79], [-1.41, -0.47, -2.04], [-1.76, -0.80, -0.94], [-0.31, -1.33, 0.46], [2.81, 1.65, 2.13], [-2.92, -0.15, -0.23], [0.97, 0.04, 1.26], [1.68, 0.81, -0.90], [-3.32, 0.67, -0.82], [-1.73, -2.38, 0.53]],
  "total_charge": 0,
  "smiles": "[H]/N=C(/C)N.CC(C)=O",
  "homo_ha": -0.336,
  "homo_lumo_gap_ha": 0.3674
}

12.
{
  "formula": "C23H30N3O3",
  "method": "wB97M-V/def2-TZVPD",
  "symbols": ["C", "H", "H", "C", "C", "H", "O", "C", "C", "C", "O", "C", "H", "H", "C", "H", "C", "H", "N", "O", "H", "H", "H", "H", "C", "H", "C", "H", "N", "C", "H", "C", "C", "H", "C", "H", "H", "H", "H", "C", "C", "H", "C", "C", "H", "C", "C", "H", "C", "H", "H", "H", "N", "H", "H", "H", "C", "H", "H"],
  "positions_angstrom": [[-3.14, 1.63, 0.49], [-2.53, -1.64, -0.46], [-2.74, -0.19, 1.57], [4.01, 0.35, -0.03], [5.36, 0.66, -0.14], [-2.86, -0.23, -1.50], [-4.32, 1.94, 0.64], [5.89, -1.71, 0.14], [-3.08, -0.69, -0.52], [-2.38, 3.92, 0.07], [0.48, -5.14, 0.09], [-2.53, 0.23, 0.57], [-0.49, 2.44, 2.25], [6.67, -2.48, 0.20], [-5.43, -0.59, -1.44], [-2.01, 4.27, -0.90], [-6.45, -1.66, 0.93], [0.09, -4.84, 0.92], [1.61, -4.23, -0.09], [7.65, -0.17, -0.21], [2.41, -4.78, 0.18], [-6.84, -2.09, 1.86], [-5.00, -0.19, -2.36], [5.67, 1.70, -0.30], [-0.78, 1.92, 0.18], [0.76, 1.60, -1.34], [0.07, 2.52, 1.30], [0.03, 3.23, -1.34], [-2.12, 2.51, 0.22], [1.17, -0.31, 0.29], [-0.88, 1.83, -1.99], [-7.32, -1.25, -0.09], [6.32, -0.38, -0.07], [7.66, 1.58, -1.38], [-0.17, 2.16, -1.21], [7.81, 1.83, 0.40], [3.31, 1.18, -0.11], [1.62, -4.09, -1.10], [-1.89, 4.50, 0.87], [8.09, 1.18, -0.45], [-6.81, -0.72, -1.28], [-0.61, -1.51, 0.59], [-5.07, -1.51, 0.77], [-4.57, -0.94, -0.40], [4.24, -3.03, 0.41], [-0.20, -0.51, 0.43], [3.55, -0.99, 0.17], [1.02, 1.99, 1.43], [4.55, -2.00, 0.25], [0.28, 3.57, 1.08], [-7.48, -0.41, -2.08], [1.86, -2.34, 0.40], [-1.10, 0.49, 0.41], [-8.40, -1.35, 0.05], [-4.38, -1.83, 1.55], [1.50, 0.71, 0.18], [2.16, -1.30, 0.29], [-3.46, 4.09, 0.13], [9.17, 1.11, -0.53]],
  "total_charge": 1,
  "homo_ha": -0.408,
  "homo_lumo_gap_ha": 0.2422
}

The relative energy (zero: lowest compared OMol25 entry of this formula, charge and spin) results, record by record, are as follows: 709.4 382.1 0.0 550.1 145.6 312.9 116.3 95.9 32.6 19.3 96.5 418.0 kJ/mol.